1 | Molecular formula: C3H10N2S
Method: DFT, ωB97M-V/def2-TZVPD

* SMILES: [H]/N=C/N.CCS
* HOMO level: -8.4571 eV
* molar mass: 106.2 u
* orbital gap: 9.46 eV

Last column: Löwdin charge in e.
Atoms and positions in Å:
H -1.5465 -0.6790 1.6153  0.03
N -1.2915 0.2883 1.7795  0.05
C -2.3044 1.0339 1.9204  -0.40
N -2.1696 2.3387 2.3118  0.06
H -3.3444 0.7309 1.7958  0.11
H -1.3435 2.5902 2.8229  0.09
H -2.9935 2.9087 2.3618  0.08
C 1.7785 -1.4071 -2.6611  -0.19
C 1.7542 -1.1058 -1.1765  -0.66
S 1.1692 0.5602 -0.7863  0.66
H 2.6043 -0.9303 -3.1526  0.06
H 0.8514 -1.1325 -3.1696  0.07
H 1.7927 -2.4904 -2.7651  0.07
H 2.7431 -1.2818 -0.7510  0.06
H 1.1079 -1.8329 -0.6893  0.06
H 1.1920 0.4089 0.5438  -0.16

=====

2 | Molecular formula: C3H10N2S
Method: DFT, ωB97M-V/def2-TZVPD

* HOMO level: -5.7434 eV
* molar mass: 106.2 u
* orbital gap: 5.23 eV

Last column: Löwdin charge in e.
Atoms and positions in Å:
C -1.2590 -1.4132 2.9635  -0.24
C -1.5304 -0.1289 2.2525  -0.79
S -0.8572 -0.0590 0.5655  0.21
H -0.5272 -2.1034 2.5097  0.05
H -2.2303 -2.0420 3.1661  0.09
H -1.0415 -1.1773 3.9767  0.03
H -1.1358 0.7327 2.7739  0.03
H -2.5653 0.0268 1.9183  0.01
N 1.7034 0.5142 -1.0064  0.09
C 1.8852 0.2834 -2.3438  -0.13
N 1.0314 0.8629 -3.2612  0.12
H 0.8457 1.0376 -0.6970  -0.02
H 2.4081 0.3794 -0.2779  0.12
H 2.7986 -0.3593 -2.6075  0.17
H 1.1179 0.7736 -4.2521  0.10
H 0.3260 1.5881 -2.9194  0.16

=====

Stability summary - winner: 1; margin: 55.7 kcal/mol.

=====

1 | Molecular formula: C3H10N2S
Method: DFT, ωB97M-V/def2-TZVPD

* SMILES: NC[C@H](N)CS
* HOMO level: -8.7818 eV
* molar mass: 106.2 u
* orbital gap: 9.35 eV

Last column: Löwdin charge in e.
Atoms and positions in Å:
N 1.6079 0.6028 0.9507  -0.07
C 0.6212 -0.3606 1.3646  -0.27
C -0.0485 -0.8320 -0.0243  -0.50
N 0.7993 -0.8544 -1.1544  -0.07
C -1.1289 0.2477 -0.4084  -0.62
S -2.2789 0.2390 -1.8586  0.57
H 2.4423 0.0687 1.3538  0.09
H 1.4951 1.7960 1.2618  0.19
H 1.0825 -1.2491 1.4278  0.05
H -0.0419 -0.2015 2.3002  0.14
H -0.4760 -1.7715 -0.0528  0.10
H -0.0031 -1.2270 -1.9930  0.14
H 1.1441 0.1525 -1.6229  0.14
H -0.5883 1.2443 -0.4216  0.06
H -1.6257 0.5515 0.5896  0.08
H -3.0011 1.5936 -1.7123  -0.04

=====

2 | Molecular formula: C3H10N2S
Method: DFT, ωB97M-V/def2-TZVPD

* HOMO level: -8.1109 eV
* molar mass: 106.2 u
* orbital gap: 4.63 eV

Last column: Löwdin charge in e.
Atoms and positions in Å:
C 0.0608 0.5878 -0.0452  -0.33
C -1.4990 0.4977 0.1563  -0.57
S -1.9250 -0.0443 1.8796  0.47
N 0.3335 0.8662 -1.3845  0.08
C 0.9476 -0.2381 -2.0062  -0.28
N 2.4074 -0.6026 -1.5812  0.04
H 0.3792 1.5085 0.5254  0.15
H 0.5409 -0.3362 0.4008  0.13
H -2.3205 -0.9347 5.1368  0.01
H -1.8509 -0.2712 -0.4122  0.01
H -2.1361 1.3365 0.1230  0.03
H -2.1415 -0.2586 5.3207  0.01
H 0.4812 -1.3291 -1.8027  0.16
H 0.9495 -0.1118 -3.0159  0.06
H 3.0334 -0.6977 -2.3430  0.05
H 2.7394 0.0276 -0.9516  0.00

=====

Stability summary - winner: 1; margin: 53.3 kcal/mol.